No. 1
The following is a quantum chemistry calculation of a molecular structure, C24H60N6NaO8S2 at a distorted geometry, from OMol25.

Computed properties:
Highest occupied orbital energy in eV: -5.933
LUMO in eV: 1.55
Orbital gap in eV: 7.483
Charge: -1
Multiplicity: 1

Cartesian coordinates (Å):
S 26.874 10.646 0.825
S 26.385 14.847 4.288
Na 31.772 12.216 2.451
O 29.381 12.716 3.489
O 30.758 16.357 0.918
O 25.444 16.081 4.425
O 30.711 11.719 4.864
O 28.615 11.551 5.033
O 25.445 10.526 0.280
O 31.532 14.615 1.792
O 29.856 14.485 0.575
N 29.535 11.962 4.471
N 32.548 15.950 6.932
N 31.341 10.149 0.880
N 35.620 16.577 -2.187
N 30.712 15.161 1.116
N 34.151 11.889 3.321
C 34.882 13.400 1.414
C 25.918 13.613 5.597
C 30.400 8.618 2.729
C 35.447 15.294 -2.863
C 32.023 11.745 -0.896
C 27.913 15.513 5.067
C 27.293 12.446 0.565
C 30.899 10.901 -0.274
C 32.008 15.957 5.889
C 34.678 12.730 4.325
C 33.940 16.194 -0.293
C 35.402 9.912 4.280
C 35.420 16.491 -0.714
C 32.382 9.156 0.582
C 36.489 14.232 -2.573
C 32.097 8.120 -0.438
C 31.453 15.824 4.502
C 26.555 10.717 2.655
C 34.088 10.457 3.657
C 34.887 12.020 2.046
C 36.701 18.716 -2.251
C 36.868 17.219 -2.533
C 30.172 9.527 1.517
C 33.747 12.858 5.591
H 26.540 12.727 5.723
H 33.293 9.676 0.285
H 33.182 16.928 -0.568
H 33.694 15.243 -0.766
H 26.303 11.723 2.989
H 35.537 10.140 5.337
H 36.100 15.827 -0.180
H 29.595 9.001 0.757
H 28.140 12.749 1.180
H 35.820 19.143 -2.730
H 34.422 14.932 -2.790
H 34.544 13.727 3.904
H 35.922 11.686 2.120
H 36.883 17.068 -3.612
H 35.575 14.018 1.985
H 32.641 8.620 1.495
H 26.393 13.045 0.707
H 32.927 7.416 -0.500
H 36.279 10.000 3.639
H 33.262 10.262 4.342
H 28.420 16.320 4.538
H 35.731 12.609 4.577
H 33.900 9.805 2.804
H 32.864 11.269 -1.400
H 36.693 14.076 -1.514
H 35.658 17.420 -0.195
H 32.278 15.791 3.791
H 35.467 13.260 0.505
H 30.400 10.201 -0.945
H 34.446 11.289 1.369
H 32.792 13.251 5.242
H 27.564 12.597 -0.480
H 36.564 18.980 -1.202
H 31.183 7.577 -0.198
H 35.503 15.520 -3.927
H 36.169 13.237 -2.881
H 31.645 12.350 -1.721
H 31.961 8.569 -1.421
H 32.447 12.350 -0.095
H 30.990 9.167 3.463
H 37.545 19.291 -2.631
H 25.659 10.115 2.809
H 29.488 8.356 3.265
H 29.578 10.337 1.942
H 34.136 13.474 6.402
H 27.389 10.326 3.238
H 24.921 13.234 5.369
H 30.800 16.667 4.275
H 37.699 16.687 -2.069
H 28.495 14.602 4.922
H 27.964 15.677 6.144
H 33.575 11.921 6.120
H 37.441 14.573 -2.982
H 33.889 13.833 1.294
H 33.727 16.162 0.775
H 35.230 8.841 4.386
H 25.882 14.190 6.521
H 30.065 11.547 -0.001
H 30.984 14.848 4.383
H 30.849 7.689 2.380

Atomic partial charges in e from the Mulliken method, atoms 1 to 4: 0.443 0.534 0.665 -0.333

=====

No. 2
The following is a quantum chemistry calculation of 6 unconnected molecules or ions with the total composition C24H60O12 at a distorted geometry, from OMol25.

Computed properties:
Highest occupied orbital energy in eV: -9.299
ΔE to the lowest compared entry with this formula, charge and spin in kJ/mol: 718.0
LUMO in eV: 0.48
Orbital gap in eV: 9.780
Structure (SMILES): COCCOC.COCCOC.COCCOC.COCCOC.COCCOC.COCCOC
Charge: 0
Multiplicity: 1

Cartesian coordinates (Å):
O 6.274 -0.090 1.485
O -1.909 -3.013 3.769
O 1.255 -1.735 -1.484
O -0.358 3.437 -3.159
O 0.402 5.962 -2.298
O -0.043 0.524 -0.260
O -0.592 -5.153 -4.530
O -1.158 -2.183 -4.695
O -3.060 3.088 1.628
O -5.852 3.949 0.460
O -3.444 -3.167 6.120
O 8.984 0.749 2.269
C 0.808 7.286 -1.825
C -2.105 -3.226 -4.208
C 1.450 -1.551 -2.884
C -0.338 -0.833 0.108
C -4.285 2.906 2.247
C -0.957 -3.540 2.842
C 8.207 -0.303 2.890
C -2.518 -2.068 5.861
C 5.220 -0.605 0.667
C 1.332 0.955 0.001
C -1.829 -1.045 -5.135
C -2.452 1.906 1.177
C 0.111 4.970 -1.303
C 7.252 -1.033 1.887
C 10.000 0.433 1.303
C -1.380 -2.410 4.936
C -5.454 2.760 1.247
C -0.138 -1.747 -1.095
C -4.908 4.312 -0.553
C -0.661 2.060 -3.270
C -1.199 -6.026 -5.437
C -1.483 -4.467 -3.592
C -4.254 -3.065 7.324
C -0.915 4.006 -1.929
H 4.516 -1.183 1.265
H -1.411 -0.881 0.296
H -2.650 -1.315 -5.800
H -0.318 -2.776 -0.784
H -2.683 1.037 1.793
H -2.130 -5.580 -5.787
H -2.053 -0.509 -4.213
H -0.704 -3.102 5.437
H 1.963 0.646 -0.833
H 0.096 -1.048 1.084
H -1.985 -1.698 6.737
H 9.602 0.327 0.294
H -0.677 -4.572 3.055
H -0.300 1.490 -2.413
H -4.735 3.483 -1.239
H 10.620 1.330 1.296
H 0.900 -0.726 -3.337
H -1.425 -3.583 1.859
H -0.486 -6.063 -6.260
H 10.673 -0.359 1.632
H 0.149 7.649 -1.036
H 4.621 0.211 0.262
H -0.962 -4.214 -2.669
H -1.135 -0.399 -5.672
H -1.750 2.068 -3.229
H -4.923 -2.211 7.219
H -0.394 5.505 -0.498
H 7.643 0.049 3.754
H 1.121 -2.401 -3.483
H -1.370 3.383 -1.159
H -1.377 2.013 1.322
H -2.689 -2.661 -3.482
H -0.806 -1.505 4.736
H 1.741 7.371 -1.268
H -3.928 4.573 -0.152
H 1.337 2.044 -0.034
H -3.659 -2.967 8.232
H -5.352 5.191 -1.018
H -0.146 -2.815 2.766
H -0.862 -1.594 -1.895
H -1.390 -7.042 -5.090
H -4.745 -4.035 7.400
H -5.269 1.923 0.573
H 1.829 0.820 0.962
H -2.225 -5.112 -3.121
H -4.448 3.825 2.811
H -3.016 -1.117 5.674
H 7.832 -1.390 1.035
H -2.574 1.497 0.174
H 5.599 -1.256 -0.120
H 8.937 -1.015 3.274
H -4.168 2.147 3.020
H -6.358 2.415 1.748
H 0.973 4.442 -0.896
H -2.908 -3.555 -4.868
H 0.794 8.054 -2.598
H -1.743 4.651 -2.224
H -0.433 1.750 -4.289
H 2.494 -1.371 -3.138
H 6.742 -1.886 2.335

Atomic partial charges in e from the Mulliken method, atoms 1 to 4: -0.310 -0.339 -0.393 -0.451

=====

No. 3
The following is a quantum chemistry calculation of 5 unconnected molecules or ions with the total composition C24H61N4O12P2S5 at a distorted geometry, from OMol25.

Computed properties:
Highest occupied orbital energy in eV: -11.652
LUMO in eV: -3.15
Orbital gap in eV: 8.500
Charge: +1
Multiplicity: 1

Cartesian coordinates (Å):
S 2.254 -3.475 -4.351
S -3.571 2.806 0.653
S 4.977 -3.045 0.685
S -0.470 5.972 -1.871
S 2.742 3.008 -4.673
P 1.677 -2.954 1.785
P 3.261 -2.148 0.457
O -3.984 1.892 -0.390
O 1.431 3.536 -4.352
O 3.588 -3.929 -4.688
O 3.016 2.345 -5.929
O 0.806 6.514 -1.454
O 3.849 4.179 -4.437
O 1.964 -2.801 -3.103
O -4.643 2.733 1.878
O -2.231 2.788 1.205
O 1.678 -2.580 -5.584
O -1.526 6.089 -0.636
O -1.128 6.404 -3.088
N -4.431 -4.046 5.045
N 2.045 -6.386 2.736
N -3.708 -4.880 2.821
N -3.325 -2.333 3.650
C 0.542 -4.161 0.833
C 2.498 -3.789 3.297
C 1.954 -5.316 3.609
C 0.490 -0.353 4.791
C -2.065 -3.789 1.034
C 1.277 -5.610 5.085
C -3.743 1.041 3.375
C -4.895 1.473 2.486
C -1.769 7.369 -0.067
C -0.353 4.202 -1.908
C -3.830 -3.748 3.815
C 3.544 -1.160 -6.229
C -3.551 -4.403 1.395
C -3.928 4.465 0.133
C 3.996 5.186 -5.430
C -0.809 -4.629 1.694
C 3.246 1.944 -3.345
C 0.575 -1.424 2.254
C 1.292 -0.410 3.326
C 1.144 -4.850 -4.527
C 2.843 6.172 -5.401
C -2.627 8.230 -0.976
C 1.280 -1.182 5.969
C 2.119 -1.234 -5.712
H 0.107 3.855 -0.982
H -0.621 -0.743 4.708
H 0.489 0.786 5.133
H 0.411 -0.836 1.252
H 3.837 -0.123 -6.415
H -2.102 8.470 -1.904
H -0.457 -1.748 2.703
H -1.990 -3.791 -0.156
H 0.875 -0.830 7.017
H -5.796 1.586 3.100
H 2.015 -0.703 -4.759
H 1.019 -2.323 5.859
H -1.929 -2.658 1.367
H 4.927 5.721 -5.213
H 1.453 -0.743 -6.429
H 3.659 -3.866 3.155
H 1.226 0.696 2.899
H 2.429 -0.663 3.490
H 2.300 -3.154 4.278
H -2.300 7.208 0.877
H -0.685 -4.472 2.852
H -0.824 7.868 0.175
H 1.222 -5.240 -5.543
H -3.218 4.728 -0.654
H -3.691 -5.349 0.682
H 0.132 -5.822 4.930
H 2.821 -2.064 -0.938
H 1.902 5.689 -5.679
H 0.268 3.926 -2.762
H -2.286 -2.280 3.877
H -4.948 4.506 -0.252
H 3.226 2.509 -2.411
H 4.249 -1.582 -5.507
H -3.547 7.704 -1.251
H -3.990 0.121 3.912
H -3.500 1.824 4.100
H -2.840 0.852 2.788
H -2.888 9.172 -0.486
H -4.639 -5.396 2.833
H -4.714 -5.051 5.076
H 0.128 -4.518 -4.312
H 3.015 6.994 -6.100
H 2.428 -0.970 5.838
H 3.464 -0.752 0.865
H 2.710 6.582 -4.394
H 4.248 1.566 -3.551
H 1.614 -7.205 3.224
H 4.106 4.736 -6.422
H 0.179 -3.582 -0.145
H -0.934 -5.789 1.516
H 1.797 -6.602 5.485
H -1.354 3.783 -2.028
H -3.804 5.138 0.984
H 1.155 -5.087 0.443
H 3.649 -1.733 -7.156
H 1.448 -5.617 -3.811
H -5.116 0.716 1.727
H 2.535 1.117 -3.292
H -3.503 -1.940 2.701
H -4.370 -3.630 1.052
H 1.499 -4.701 5.796

Atomic partial charges in e from the Mulliken method, atoms 1 to 4: 1.171 1.225 -0.340 1.160

=====

No. 4
The following is a quantum chemistry calculation of 12 unconnected molecules or ions with the total composition C24H62BO29 at a distorted geometry, from OMol25.

Computed properties:
Highest occupied orbital energy in eV: -7.397
ΔE to the lowest compared entry with this formula, charge and spin in kJ/mol: 277.5
LUMO in eV: 1.43
Orbital gap in eV: 8.831
Charge: -1
Multiplicity: 1

Cartesian coordinates (Å):
O -0.081 3.991 1.469
O -6.825 -2.858 -3.546
O -4.248 -3.692 0.219
O -0.637 0.987 -0.830
O -5.036 1.796 -1.142
O 5.311 1.198 3.732
O 5.181 -1.121 -1.973
O 2.865 -2.554 4.306
O 6.504 -3.884 -2.328
O 0.423 -5.045 2.196
O -4.392 0.954 -4.173
O 3.334 -1.407 0.091
O 1.040 0.388 5.251
O -4.883 4.090 1.661
O -0.008 -3.472 4.293
O -4.078 -1.472 -4.693
O 5.426 -1.823 3.926
O -0.634 -1.809 -2.517
O -0.547 5.981 -1.515
O -4.398 0.811 -7.298
O 2.593 0.436 2.516
O -0.700 -0.409 -5.885
O 1.338 -0.444 -0.541
O -2.686 1.241 -1.751
O -3.012 -1.218 -0.133
O 7.305 3.517 2.766
O -0.909 -0.884 0.377
O 0.734 0.707 1.324
O 0.244 2.789 6.530
C 0.408 -3.635 1.941
C 6.546 -3.082 -1.127
C -0.856 -0.300 -4.524
C -5.798 -2.048 -2.965
C 6.370 2.808 2.083
C -0.718 4.871 0.549
C 0.378 1.454 4.601
C 3.784 -3.574 4.015
C -4.812 2.764 1.079
C -0.361 -2.986 3.031
C -4.368 -2.295 -3.537
C 4.942 -2.959 3.205
C -1.856 0.670 -1.025
C 1.920 0.204 1.527
C -0.472 -1.671 -3.911
C -0.321 4.732 -0.893
C -4.765 2.952 -0.400
C -2.031 -0.530 -0.121
C 6.362 -1.519 -1.265
C -0.548 2.080 5.646
C 2.265 -0.704 0.258
C -4.995 1.821 -5.095
C -4.148 1.858 -6.457
C 6.180 1.329 2.614
B 0.139 0.105 0.105
H -0.223 1.209 3.725
H -4.430 2.820 -6.884
H 0.266 6.478 -1.397
H -5.996 -0.979 -3.045
H -5.111 2.820 -4.675
H -4.173 -0.543 -4.473
H -3.873 2.331 1.422
H 3.449 -4.497 3.542
H 5.684 -3.687 2.876
H -5.318 0.839 -7.571
H -3.751 -2.948 -0.120
H 7.303 3.405 3.719
H 0.050 -3.590 0.912
H 4.683 -2.474 2.264
H -5.660 2.122 1.317
H 7.199 1.034 2.863
H -3.710 -1.870 -2.779
H -3.751 3.205 -0.709
H -5.826 4.263 1.601
H -0.207 0.524 -4.228
H 0.745 4.512 -0.944
H 6.793 2.681 1.086
H 5.634 -3.867 -2.732
H -1.407 -3.248 2.872
H -4.167 1.418 -1.293
H -6.014 1.439 -5.160
H -0.384 2.841 7.254
H 6.269 -1.145 -0.246
H 0.060 -4.427 4.217
H -1.287 2.766 5.231
H -5.310 3.843 -0.714
H 4.237 -3.903 4.950
H -1.784 4.648 0.509
H -3.114 1.892 -6.116
H -0.569 3.190 1.267
H -4.231 -3.364 -3.699
H 1.416 -3.221 1.944
H 5.449 3.383 2.181
H 5.871 -3.619 -0.460
H -6.647 -2.929 -4.487
H -1.813 0.066 -4.151
H -5.739 -2.220 -1.890
H -0.834 3.893 -1.366
H -3.795 1.429 -3.591
H 5.870 0.624 1.843
H 4.450 -1.031 -1.357
H -1.230 -2.385 -4.231
H 4.436 1.238 3.339
H 1.151 2.184 4.359
H 0.509 -2.069 -4.171
H -0.532 5.864 0.958
H 7.292 -1.127 -1.678
H -0.975 1.339 6.322
H 4.632 -1.313 4.103
H 0.854 -5.489 1.463
H 0.054 -1.355 -2.024
H 1.715 0.022 4.675
H 2.030 -2.896 4.635
H -4.318 -3.527 1.159
H -0.459 -1.908 2.904
H 7.538 -3.034 -0.678
H -1.468 -0.796 -6.311

Atomic partial charges in e from the Mulliken method, atoms 1 to 4: -0.454 -0.595 -0.690 -0.311